Entry 1:
{"formula": "C24H40Cl4O18", "method": "wB97M-V/def2-TZVPD", "lumo_energy_ha": 0.003, "smiles": "CCOC(=O)OC.CCOC(=O)OC.O=C1OCCO1.O=C1OCCO1.O=C1OCCO1.O=C1OCCO1.ClCCCl.ClCCCl", "e_tot_ha": -4133.55996, "gap_ev": 10.374, "elements": ["Cl", "Cl", "Cl", "Cl", "O", "O", "O", "O", "O", "O", "O", "O", "O", "O", "O", "O", "O", "O", "O", "O", "O", "O", "C", "C", "C", "C", "C", "C", "C", "C", "C", "C", "C", "C", "C", "C", "C", "C", "C", "C", "C", "C", "C", "C", "C", "C", "H", "H", "H", "H", "H", "H", "H", "H", "H", "H", "H", "H", "H", "H", "H", "H", "H", "H", "H", "H", "H", "H", "H", "H", "H", "H", "H", "H", "H", "H", "H", "H", "H", "H", "H", "H", "H", "H", "H", "H"], "positions_angstrom": [[3.17846, 1.49547, -3.30103], [-0.87075, -1.78228, 2.40411], [0.57620, -2.04281, -3.44022], [2.06254, -1.20889, 0.44518], [0.09669, 2.82231, -0.12449], [2.37110, 3.06208, 2.35170], [-0.87720, 3.41724, -2.05964], [-5.96726, 3.64101, 4.41242], [-3.17867, 0.07375, -3.77005], [1.79165, 4.53967, 3.87112], [-0.86190, -5.15271, -1.62291], [-4.69296, 2.10063, 3.36546], [-3.18915, -1.79373, -2.69520], [-3.78181, 3.54178, 4.71473], [0.40301, 2.77749, 3.31601], [-2.05290, -0.07891, -1.75663], [0.57183, -6.52649, -2.94676], [5.35854, 1.46364, 2.69761], [6.55260, 0.82696, 0.76405], [-2.11124, 2.53064, -0.29666], [5.38565, -0.61400, 2.05131], [-0.97577, -5.06141, -3.76293], [-2.98573, 1.47524, -3.99791], [-1.48899, -4.84655, 0.61654], [-3.34300, 1.81592, 3.19014], [-0.39007, -0.33738, 1.45516], [-2.68952, -0.52001, -2.69378], [1.24309, -0.46389, -3.87591], [0.34377, -0.74656, 0.17244], [-2.76296, 2.57793, 4.36847], [0.45665, 3.87208, -2.14207], [2.66273, -0.20415, -3.25198], [-1.05727, 2.88593, -0.82701], [5.79526, 0.57243, 1.72833], [1.42678, 3.43774, 3.16306], [-4.89858, 3.12225, 4.26415], [-0.34936, -5.68109, -2.74769], [-0.49153, -5.49472, -0.34175], [-2.92529, -2.69889, -1.63550], [3.31216, 4.12565, 2.28770], [3.13316, 4.93022, 3.55719], [-0.88714, -5.50917, -5.11398], [4.51202, -0.55059, 3.09821], [4.85506, 0.70103, 3.82087], [-4.04291, -2.60099, -0.64048], [1.15292, 3.29763, -0.99940], [-1.49974, -4.89180, -5.77099], [0.13345, -5.44228, -5.49081], [-3.84185, -3.10301, 0.30591], [0.86234, 3.61902, -3.12160], [1.12223, -0.42471, -4.95848], [-2.87648, 2.09206, 2.24451], [-1.29950, -5.20583, 1.62802], [-1.21289, -6.53816, -5.26619], [1.82704, 2.46384, -1.19550], [5.63765, 0.58358, 4.57044], [3.42679, -0.63850, 3.04671], [-0.09254, -1.58515, -0.37023], [-1.98478, 1.82824, -3.74972], [-2.53805, -5.04807, 0.39982], [0.24796, 0.27826, 2.08919], [3.12917, 6.01275, 3.42981], [0.58279, 4.95153, -2.05853], [3.03035, 4.75802, 1.44580], [-0.31059, -6.56262, -0.21953], [-4.97923, -2.97981, -1.05023], [-1.87974, 3.12169, 4.03329], [-1.27195, -3.77860, 0.59463], [1.68198, 4.14203, -0.55758], [-1.96234, -2.41868, -1.20853], [4.29970, 3.69964, 2.11052], [-3.65314, 1.97106, -3.29305], [3.85506, 4.63572, 4.31891], [0.46581, 0.16971, -0.40519], [4.99724, -1.29599, 3.72831], [2.66109, -0.61993, -2.24440], [-2.56266, 1.93395, 5.22477], [0.49414, -5.11628, -0.07095], [3.43946, -0.63353, -3.88477], [-1.34644, 0.12643, 1.21362], [3.89333, 1.08158, 4.16491], [-3.32801, 0.74745, 3.40521], [0.51413, 0.27947, -3.55323], [-2.74658, -3.68200, -2.07099], [-3.14902, 1.80749, -5.02311], [-4.13638, -1.52966, -0.46267]], "forces_ev_per_angstrom": [[-0.409, 0.403, 0.220], [0.162, -0.075, 0.246], [0.126, -0.357, 0.318], [0.104, -0.214, 0.342], [0.477, 0.565, -1.062], [1.241, -0.027, -0.800], [-0.654, -0.250, 0.669], [0.180, -0.503, 0.478], [0.455, -0.054, -1.060], [-0.895, -0.248, 0.447], [-0.117, 0.024, -2.504], [-2.171, 0.604, -0.346], [0.041, 1.076, -1.671], [2.807, 0.232, 1.412], [1.825, 1.896, -0.041], [0.065, 0.334, -1.363], [-3.344, 2.745, 1.651], [0.552, 0.549, -0.634], [-3.056, -0.446, 3.588], [2.499, 1.083, -2.121], [-0.346, -1.228, -2.682], [-0.840, 0.264, 0.400], [0.387, 0.674, 1.386], [0.525, -0.342, -0.056], [0.339, -0.885, 1.566], [0.165, -0.792, -0.479], [-0.836, -1.534, 1.965], [0.024, 1.014, -0.006], [0.173, 0.728, 0.494], [1.277, 0.530, -0.263], [0.141, 0.935, -2.139], [-0.840, -0.912, -1.355], [-2.882, -0.910, 2.517], [3.220, 2.632, -2.710], [-2.873, -1.618, 1.863], [-2.743, -0.062, -2.751], [2.868, -2.075, -1.726], [1.014, -0.768, 2.037], [1.124, 0.019, 0.242], [1.178, 0.626, -1.340], [-0.294, -0.586, -0.275], [0.813, -0.479, -0.494], [0.616, -2.066, 4.036], [-0.348, 0.880, -1.137], [-0.145, 0.278, 0.112], [1.103, -0.907, 1.834], [-0.144, 0.310, 0.638], [0.122, 0.007, 0.235], [0.107, 0.007, -0.095], [0.000, -0.330, 0.077], [0.907, 0.048, -0.043], [-0.566, 0.051, -0.221], [0.100, 0.062, 0.038], [-0.032, -0.075, 0.484], [-0.042, 0.139, -0.048], [-0.181, 0.296, 0.052], [0.250, -0.472, -1.335], [-0.180, 0.461, 0.016], [0.162, -0.420, 0.194], [0.130, -0.021, -0.267], [-0.266, 0.125, -0.123], [0.197, -0.180, -0.125], [-0.971, 0.239, -0.200], [0.104, -0.074, -0.249], [-0.757, -0.303, -0.172], [0.011, 0.039, -0.020], [0.033, -0.035, 0.586], [-0.422, -0.035, 0.120], [0.261, -0.556, 0.679], [-0.045, 0.057, 0.302], [-0.100, 0.092, 0.157], [-0.076, 0.336, -0.294], [-0.332, -0.017, 0.328], [-0.516, -0.281, -0.365], [-1.396, -0.885, 0.386], [0.251, 0.327, -0.025], [0.044, 0.209, 0.041], [0.210, 0.503, -0.353], [-0.276, -0.637, 0.356], [0.337, 0.330, -0.181], [0.574, 0.776, 0.426], [0.848, -0.145, -0.568], [0.153, 0.048, 0.546], [-0.402, 0.122, -0.160], [-0.474, -0.852, 0.010], [-0.329, -0.019, 0.367]]}

***

Entry 2:
{"formula": "C24H40N2ORuS3Sb2", "method": "wB97M-V/def2-TZVPD", "lumo_energy_ha": [-0.113, -0.102], "relative_energy_ev": 0.0872, "total_charge": 1, "e_tot_ha": -2892.95749, "gap_ev": [5.978, 7.118], "spin_multiplicity": 2, "elements": ["Sb", "Sb", "Ru", "S", "S", "S", "O", "N", "N", "C", "C", "C", "C", "C", "C", "C", "C", "C", "C", "C", "C", "C", "C", "C", "C", "C", "C", "C", "C", "C", "C", "C", "C", "H", "H", "H", "H", "H", "H", "H", "H", "H", "H", "H", "H", "H", "H", "H", "H", "H", "H", "H", "H", "H", "H", "H", "H", "H", "H", "H", "H", "H", "H", "H", "H", "H", "H", "H", "H", "H", "H", "H", "H"], "positions_angstrom": [[-1.11616, 0.46857, 2.00431], [1.76039, 1.60984, 0.58277], [0.89086, -0.86119, 0.97422], [-1.06627, -1.77178, -0.06255], [2.22556, -2.52441, -3.52819], [2.47676, -0.92993, -1.00530], [1.62517, 0.00994, -3.24098], [-0.21940, -4.05301, -1.09779], [-0.99409, -2.51669, -2.62004], [0.05379, -5.13094, -2.04539], [-2.28522, 5.21951, 2.37138], [-0.85787, 3.33540, 2.88145], [-0.69964, -2.85132, -1.38019], [-2.06856, 4.00925, 3.00995], [0.76761, -2.16535, 3.03251], [-1.47185, -1.21069, -3.06450], [1.50826, 0.08395, -4.66390], [2.63126, -0.94330, 2.53303], [2.70469, -2.14977, 1.78845], [-2.83778, -0.50621, 2.79067], [1.48164, -1.01349, 3.38201], [1.51142, 3.24951, 1.98612], [-0.06482, 5.11577, 1.47347], [-2.09036, 1.57582, 0.46637], [-1.19332, -5.92784, -2.39760], [0.16966, 3.89910, 2.11118], [-0.68315, 1.98629, 3.48885], [2.02192, -1.14044, -2.68060], [-1.28098, 5.77007, 1.59101], [3.88320, 1.77469, 0.50278], [1.50365, -2.85415, 2.01444], [1.18202, 2.61831, -1.19443], [-2.97782, -1.18984, -3.25469], [-0.79543, -3.18933, -3.34680], [3.48659, -2.43848, 1.10710], [2.48197, -0.08427, -5.12355], [1.91576, 3.39411, -1.41190], [-0.17197, -2.49761, 3.44749], [-3.62168, 0.24842, 2.83170], [0.80546, -5.76956, -1.58318], [-0.10566, -4.22914, -0.11226], [0.33977, 1.82313, 3.82321], [-3.13180, -1.30590, 2.11449], [-1.39140, 1.75231, -0.34767], [2.22791, 3.97736, 1.60104], [0.20626, 3.08384, -1.06820], [-3.48029, -1.45441, -2.32410], [1.16711, 1.89315, -2.00287], [1.25800, -3.82287, 1.61206], [4.33517, 1.58991, 1.47545], [-2.90481, 0.95699, 0.09071], [-0.93685, -6.73922, -3.07735], [4.11655, 2.79567, 0.20194], [-2.66526, -0.91085, 3.78498], [-3.30465, -0.19316, -3.54940], [-2.48719, 2.52010, 0.83501], [1.89450, 2.92151, 2.95443], [-3.23156, 5.73027, 2.48591], [-2.85259, 3.57517, 3.61937], [-1.34415, 1.82039, 4.33908], [0.53799, -4.70057, -2.92342], [0.72656, 5.56439, 0.88469], [1.15257, 1.08982, -4.86936], [3.41170, -0.20149, 2.58236], [1.20866, -0.28418, 4.12823], [-0.94857, -0.99476, -3.99512], [0.81448, -0.66220, -5.04663], [-1.94711, -5.30791, -2.88425], [-3.29136, -1.88948, -4.02937], [-1.15669, -0.47430, -2.32572], [-1.64275, -6.36096, -1.50488], [-1.43619, 6.71464, 1.08807], [4.27033, 1.07381, -0.23013]], "forces_ev_per_angstrom": [[-0.110, 0.338, -0.301], [0.046, -0.183, -0.512], [-0.190, 1.044, 1.408], [-0.222, -0.035, -0.146], [0.033, -0.222, -0.107], [0.231, -0.354, -0.298], [-0.100, -0.018, 0.078], [0.088, 0.023, 0.086], [0.003, -0.116, -0.031], [0.049, 0.025, 0.003], [-0.023, 0.022, 0.004], [0.031, 0.133, -0.106], [0.036, -0.039, -0.008], [0.049, 0.001, 0.015], [-0.065, 0.160, -0.031], [0.024, 0.108, 0.010], [0.055, 0.013, -0.091], [0.111, -0.241, -0.309], [-0.155, -0.277, 0.149], [0.153, -0.047, 0.039], [-0.216, -0.191, -0.119], [0.132, -0.021, 0.009], [-0.019, -0.047, 0.005], [-0.085, -0.089, 0.035], [-0.001, -0.008, -0.041], [-0.169, 0.051, -0.032], [0.030, -0.240, 0.074], [-0.033, 0.316, 0.121], [-0.008, 0.017, -0.006], [-0.101, 0.055, 0.047], [0.485, -0.086, -0.133], [0.042, 0.023, 0.078], [0.001, 0.013, 0.032], [0.045, -0.004, -0.004], [-0.006, 0.062, -0.013], [-0.024, 0.002, 0.001], [0.024, -0.012, 0.035], [0.013, 0.033, 0.034], [-0.025, -0.007, 0.025], [-0.022, 0.008, 0.000], [0.015, -0.003, -0.084], [-0.021, -0.067, 0.027], [0.018, 0.002, -0.020], [0.004, 0.007, 0.024], [0.026, -0.013, 0.001], [-0.001, -0.008, 0.035], [-0.008, 0.007, 0.012], [-0.026, -0.020, 0.003], [0.024, -0.014, 0.007], [-0.045, -0.012, 0.028], [0.004, -0.010, 0.008], [0.005, -0.006, -0.012], [-0.011, 0.004, -0.019], [0.051, 0.007, 0.015], [0.003, 0.016, -0.022], [0.047, -0.007, 0.034], [0.015, -0.059, -0.014], [-0.008, 0.006, 0.000], [-0.018, -0.014, 0.018], [-0.070, 0.010, -0.047], [-0.015, -0.016, -0.015], [0.018, 0.001, -0.004], [0.000, 0.003, -0.011], [0.028, -0.001, 0.080], [-0.050, 0.009, -0.003], [-0.080, 0.025, -0.001], [0.021, 0.003, -0.005], [-0.012, 0.019, 0.002], [-0.006, -0.026, -0.003], [-0.006, -0.042, -0.064], [0.004, -0.010, 0.017], [-0.002, 0.013, -0.006], [-0.011, -0.011, 0.013]]}